(1)
The following is a quantum chemistry calculation of a structure of composition C43H52BFMnN9O5S2, from OMol25.

Positions of all 114 atoms, in Å:
Mn 0.8811 -0.3556 0.3191
C 5.2479 -1.6564 0.9980
N 5.0162 -0.2662 1.3272
C 5.5737 0.4201 2.3886
C 5.0291 1.6543 2.3689
N 4.1473 1.7254 1.3122
B 3.1944 2.9348 1.0890
N 2.1601 2.9844 2.2822
C 1.6972 4.1833 2.7854
C 0.7245 3.9223 3.6880
N 0.6131 2.5520 3.7537
C -0.4296 1.8193 4.4430
C 1.4899 1.9872 2.8855
S 1.6557 0.2882 2.7260
C 4.1386 0.5390 0.6812
S 3.2467 0.0521 -0.6968
H 6.0139 -2.0424 1.6681
H 5.5744 -1.7516 -0.0359
H 4.3291 -2.2268 1.1222
H 6.2916 -0.0336 3.0487
H 5.1814 2.4945 3.0235
H 3.8367 3.9635 1.1687
H 2.6172 2.8212 0.0413
H 2.1158 5.1192 2.4580
H 0.1070 4.5771 4.2785
H -1.0339 2.5336 4.9989
H 0.0032 1.0869 5.1216
H -1.0468 1.3035 3.7080
C -4.8061 -3.8177 -0.1382
C -3.8732 -2.7129 0.2937
C -4.3576 -1.4348 0.5238
C -3.4731 -0.4344 0.9499
C -3.9828 0.9649 1.1890
C -2.1373 -0.7280 1.1150
C -1.5746 -1.9970 0.7994
C -2.5156 -2.9922 0.4333
N -0.2122 -2.0929 0.8139
C 0.4677 -3.3851 0.7382
C -0.0099 -4.3758 1.8211
C 0.7972 -5.6775 1.7754
C 2.2671 -5.3746 2.0722
C 2.7947 -4.3982 1.0192
C 2.7011 -5.0446 -0.3647
C 1.2339 -5.3487 -0.6743
C 0.6777 -6.3094 0.3834
C 0.4273 -4.0449 -0.6605
C 1.9548 -3.1172 1.0358
H -5.8338 -3.4587 -0.2115
H -4.7878 -4.6481 0.5718
H -4.5188 -4.2199 -1.1131
H -5.4151 -1.2171 0.4060
H -5.0269 0.9514 1.5097
H -3.9273 1.5517 0.2657
H -3.3821 1.4876 1.9327
H -1.4728 0.0523 1.4672
H -2.1996 -3.9959 0.1995
H -1.0690 -4.6004 1.7121
H 0.1075 -3.8869 2.7944
H 0.4069 -6.3718 2.5266
H 2.8581 -6.2983 2.0600
H 2.3621 -4.9362 3.0712
H 3.8401 -4.1539 1.2371
H 3.2980 -5.9641 -0.3921
H 3.1055 -4.3644 -1.1211
H 1.1590 -5.8114 -1.6636
H 1.2259 -7.2585 0.3558
H -0.3724 -6.5340 0.1659
H -0.5974 -4.2489 -0.9701
H 0.8334 -3.3273 -1.3804
H 2.3517 -2.4282 0.2805
H 2.0288 -2.6203 2.0102
C -2.1153 2.4643 -4.1552
N -1.7871 1.0698 -3.8892
N -0.5026 0.8313 -3.3926
C -0.5252 -0.1948 -2.4685
O 0.4978 -0.7050 -1.9982
C -1.9217 -0.4951 -2.2763
C -2.6288 0.3081 -3.0964
C -4.1030 0.4989 -3.1583
C 0.6478 1.2902 -4.0711
C 0.6965 1.3345 -5.4589
C 1.8478 1.7932 -6.0830
C 2.9488 2.1747 -5.3273
C 2.8907 2.1106 -3.9410
C 1.7351 1.6865 -3.3041
H -1.3562 2.8911 -4.8064
H -2.2039 3.0566 -3.2414
H -3.0694 2.4860 -4.6772
H -2.3103 -1.2338 -1.5957
H -4.5847 -0.2879 -2.5805
H -4.4767 0.4767 -4.1839
H -4.3704 1.4612 -2.7129
H -0.1596 1.0072 -6.0358
H 1.8879 1.8346 -7.1647
H 3.8511 2.5171 -5.8186
H 3.7455 2.3910 -3.3384
H 1.6794 1.6362 -2.2238
F -2.1082 6.4326 3.1198
C -2.4330 5.8342 1.9623
C -1.5321 5.1255 1.2782
N -1.8211 4.5258 0.0760
C -0.8369 3.6044 -0.4885
C -0.6676 2.3441 0.3759
O -1.0424 2.3810 1.5490
O -0.0351 1.4312 -0.2315
C -3.1051 4.5097 -0.4145
O -3.4502 3.8990 -1.4113
N -4.0025 5.2735 0.3081
C -3.8005 5.9629 1.5029
O -4.6965 6.5806 2.0370
H -0.5262 4.9888 1.6489
H 0.1284 4.1052 -0.5779
H -1.1672 3.3162 -1.4793
H -4.9458 5.2753 -0.0486

The multiplicity is 6. The calculation puts the orbital gap (spin up / spin down) at 0.23183 / 0.23605 Ha. The LUMO energy (spin up / spin down) is 2.461 / 2.460 eV. The total energy is -125478.372 eV. Its total charge is -1. As for the max |F|: 0.7 eV/A.

Mulliken atomic charge list, values in e, 6 entries:
1. Mn 1.4342
2. C -1.1143
3. N 0.3294
4. C -0.5103
5. C -0.5367
6. N 0.2028

---

(2)
The following is a quantum chemistry calculation of a structure of composition C43H52IN7O6PRb in a non-equilibrium geometry, from OMol25.

Positions of all 111 atoms, in Å:
Rb 0.0674 -0.3231 1.1722
C 3.4670 2.7283 0.4967
C 3.6353 2.2051 1.9460
N 2.6514 1.2044 2.3009
C 1.9559 1.3504 3.5673
C 0.9530 2.5185 3.5051
N 0.1836 2.4691 2.2714
C 0.0809 3.6888 1.4938
C 1.4292 4.0895 0.8621
N 2.0824 2.9949 0.1689
H 4.1202 3.6104 0.3834
H 3.8324 1.9696 -0.1986
H 4.6641 1.8460 2.0607
H 3.5263 3.0477 2.6349
H 2.9926 0.2688 2.1523
H 1.3866 0.4345 3.7495
H 2.6377 1.5094 4.4190
H 0.3129 2.4685 4.3919
H 1.4879 3.4724 3.5552
H -0.7233 2.0550 2.4222
H -0.6399 3.5114 0.6906
H -0.2811 4.5478 2.0858
H 1.2581 4.9505 0.2068
H 2.0925 4.4390 1.6584
H 1.8976 2.9830 -0.8229
I -1.6040 2.3280 -2.6803
C -3.3899 3.4005 -2.2740
C -3.4527 4.6003 -2.9927
C -4.6325 5.3209 -3.0207
C -5.7568 4.8175 -2.3860
C -5.7195 3.6068 -1.6560
C -6.9055 3.0742 -1.1028
C -6.8930 1.8716 -0.3876
C -5.6967 1.2550 -0.1148
C -4.4563 1.7731 -0.5782
P -2.9890 1.2078 0.3301
C -3.5337 1.4523 2.0848
C -3.2519 2.7162 2.6102
C -3.6241 3.0665 3.9010
C -4.2794 2.1446 4.7057
C -4.5656 0.8846 4.1997
C -4.2031 0.5440 2.9029
C -3.1184 -0.6119 0.0878
C -2.7005 -1.5185 0.9979
C -2.8437 -2.9523 0.7941
C -3.3327 -3.4492 -0.3488
C -3.5593 -2.5883 -1.5196
C -3.4543 -1.0638 -1.2780
C -4.4585 2.8963 -1.4864
H -2.5858 4.9397 -3.5441
H -4.6813 6.2561 -3.5675
H -6.7028 5.3465 -2.4449
H -7.8371 3.6053 -1.2705
H -7.8212 1.4456 -0.0204
H -5.6848 0.3560 0.4906
H -2.7432 3.4425 1.9821
H -3.3935 4.0548 4.2827
H -4.5567 2.4039 5.7203
H -5.0679 0.1547 4.8238
H -4.4294 -0.4477 2.5327
H -2.3618 -1.1985 1.9780
H -2.6324 -3.5968 1.6413
H -3.5765 -4.5024 -0.4374
H -4.2964 -2.9333 -2.2332
H -4.1196 -0.4195 -1.8327
N 2.2986 0.6320 -2.3990
C 2.9284 -0.6930 -2.5007
C 4.4402 -0.4935 -2.3517
C 5.3735 -1.6932 -2.5346
C 5.3339 -2.3853 -3.9002
N 4.2280 -3.3446 -4.0194
C 3.2736 -3.1267 -5.0075
N 3.7648 -3.1825 -6.3317
N 2.0282 -3.7549 -4.7518
C 2.3565 -1.7125 -1.4711
O 2.7016 -2.9175 -1.5873
O 1.6250 -1.2240 -0.5741
H 2.1942 0.8212 -1.4076
H 1.3416 0.5549 -2.7225
H 2.7224 -1.0718 -3.5044
H 4.6116 -0.0709 -1.3531
H 4.7204 0.2792 -3.0728
H 5.1678 -2.4380 -1.7614
H 6.3968 -1.3393 -2.3744
H 6.2791 -2.9194 -4.0329
H 5.2648 -1.6470 -4.7033
H 3.7582 -3.4214 -3.1197
H 4.4950 -3.9029 -6.4272
H 3.0176 -3.4071 -6.9755
H 1.8082 -3.7031 -3.7608
H 1.2776 -3.3187 -5.2626
O -1.2305 -3.1345 3.8837
C -0.2590 -2.4454 3.5269
O -0.1676 -1.1819 3.4967
C 0.9886 -3.2031 3.0380
C 1.1118 -4.5651 3.2648
C 2.2098 -5.2921 2.7888
C 3.1509 -4.5974 2.0692
O 4.3002 -5.0624 1.4703
C 4.7245 -3.9771 0.6348
O 4.1434 -2.7936 1.1586
C 3.0479 -3.2373 1.8638
C 1.9873 -2.5164 2.3352
H 0.3133 -5.0579 3.8040
H 2.3052 -6.3598 2.9479
H 4.3708 -4.1384 -0.3870
H 5.8093 -3.8957 0.6722
H 1.9007 -1.4610 2.1434
C -2.4186 -1.7892 -2.0829
H -1.4406 -1.9370 -1.6362
H -2.4138 -1.5982 -3.1477

The multiplicity is 1. The calculation puts the orbital gap (spin up / spin down) at 0.12802 / 0.17707 Ha. The LUMO energy (spin up / spin down) is 3.482 / 3.482 eV. The total energy is -86195.264 eV. Its total charge is -2. As for the max |F|: 1.6 eV/A.

Mulliken atomic charge list, values in e, 6 entries:
1. Rb 1.1132
2. C -0.5056
3. C -1.0576
4. N 0.5222
5. C -0.5622
6. C -1.0725

---

(3)
The following is a quantum chemistry calculation of a structure of composition C43H53Br2N5O2S3Ti in a non-equilibrium geometry, from OMol25.

Positions of all 109 atoms, in Å:
Ti -10.0173 -17.8984 -9.8710
C -13.1721 -16.6475 -9.2868
N -12.4516 -17.9401 -9.2896
C -12.4582 -18.4945 -7.9370
C -11.6844 -19.8062 -7.8002
N -10.2154 -19.5686 -7.8741
C -9.6144 -20.8600 -8.1307
C -9.8189 -18.9754 -6.5734
C -9.9147 -19.7462 -5.4243
C -9.3459 -19.3286 -4.2153
C -8.5844 -18.1356 -4.1883
C -8.5468 -17.3977 -5.3710
C -9.2162 -17.7150 -6.5543
S -9.7141 -16.5505 -7.7855
C -13.2009 -18.8736 -10.1264
C -14.5692 -19.0752 -9.8834
C -15.3042 -19.9869 -10.5950
C -14.7083 -20.7171 -11.5545
C -13.3300 -20.5986 -11.7906
C -12.5500 -19.7322 -11.0249
S -10.8418 -19.7892 -11.2068
H -13.6643 -16.4846 -10.2375
H -12.4246 -15.8965 -8.9800
H -14.0901 -16.6761 -8.6025
H -13.5384 -18.7093 -7.6901
H -12.0117 -17.8423 -7.1981
H -12.0271 -20.4754 -8.5773
H -11.9911 -20.2584 -6.8784
H -9.9875 -21.5687 -7.3999
H -8.5215 -20.8399 -7.9591
H -9.8820 -21.1401 -9.2307
H -10.4772 -20.6459 -5.5374
H -9.4614 -19.8813 -3.2628
H -8.0428 -17.8668 -3.3234
H -7.8711 -16.5099 -5.4501
H -15.0904 -18.4660 -9.0994
H -16.3652 -20.0973 -10.3857
H -15.1890 -21.4350 -12.2501
H -12.8501 -21.0034 -12.6765
C -10.3748 -12.9986 -7.4989
C -10.8085 -12.9026 -8.9840
C -11.1169 -11.6141 -9.5966
C -11.7748 -11.6083 -10.8207
C -11.9947 -12.8629 -11.4980
C -12.7559 -13.1326 -12.6780
Br -13.5946 -11.5483 -13.4825
C -12.8425 -14.3848 -13.2300
C -12.1119 -15.4410 -12.6683
Br -12.3152 -17.2320 -13.2682
C -11.3387 -15.3294 -11.5464
O -10.6730 -16.2763 -10.9691
C -11.4389 -14.0449 -10.8973
N -10.9150 -14.0357 -9.6188
H -9.3641 -12.8024 -7.3607
H -10.5338 -14.0438 -7.2239
H -10.9772 -12.2328 -7.0318
H -10.8603 -10.6419 -9.1184
H -12.1054 -10.6902 -11.2934
H -13.5009 -14.5920 -14.0754
C -15.0402 -13.5040 -7.3201
C -14.5445 -14.5571 -6.3798
N -14.3325 -14.0616 -5.0219
C -14.3816 -14.6964 -3.8675
S -14.4236 -13.7666 -2.4737
N -14.4363 -16.0965 -3.7843
C -13.9077 -17.0204 -4.8010
C -14.5020 -18.3890 -4.4907
H -14.9694 -13.7326 -8.3778
H -14.3607 -12.6141 -7.2295
H -16.0582 -13.1758 -7.0172
H -13.5608 -14.9049 -6.6690
H -15.2696 -15.4057 -6.3734
H -14.1395 -13.0898 -4.9279
H -14.5507 -16.4865 -2.8424
H -12.8602 -17.0988 -4.7735
H -14.2046 -16.7893 -5.8459
H -14.3800 -18.7399 -3.4610
H -14.0523 -19.1192 -5.1224
H -15.5625 -18.3200 -4.6483
C -8.1040 -14.3477 -12.2314
C -7.8646 -15.0497 -10.8729
C -7.6225 -13.9747 -9.7736
C -6.7896 -16.0396 -11.1921
C -5.5135 -15.6566 -11.6332
C -4.6343 -16.6254 -12.1679
C -4.9793 -17.9823 -12.2718
C -6.2663 -18.3963 -11.7790
C -6.6120 -19.8669 -11.8193
C -7.5950 -20.2078 -12.8744
C -6.9866 -20.3650 -10.3925
C -7.1220 -17.4046 -11.2250
O -8.2766 -17.7808 -10.6379
H -8.8628 -13.5806 -12.1182
H -8.3622 -15.0087 -13.0437
H -7.2041 -13.8652 -12.5161
H -8.6934 -15.6279 -10.5586
H -6.9375 -13.1368 -9.9461
H -7.2706 -14.4892 -8.8649
H -8.6337 -13.6048 -9.5145
H -5.3350 -14.5828 -11.5713
H -3.6001 -16.4129 -12.3784
H -4.3108 -18.7380 -12.6794
H -5.6602 -20.3180 -12.0259
H -8.6545 -19.9970 -12.5301
H -7.6088 -21.3352 -12.9509
H -7.3773 -19.7305 -13.8705
H -8.0075 -20.0539 -10.1754
H -6.4539 -19.8338 -9.6006
H -6.8525 -21.4251 -10.3027

The multiplicity is 2. The calculation puts the orbital gap (spin up / spin down) at 0.25396 / 0.26649 Ha. The LUMO energy (spin up / spin down) is 2.127 / 2.128 eV. The total energy is -252707.585 eV. Its total charge is -1. As for the max |F|: 3.8 eV/A.

Mulliken atomic charge list, values in e, 6 entries:
1. Ti 1.4537
2. C -0.4205
3. N 2.2309
4. C 0.0569
5. C -2.6738
6. N 1.7403

---

(4)
The following is a quantum chemistry calculation of a structure of composition C43H53BrF5N10O4RbS2Te in a non-equilibrium geometry, from OMol25.

Positions of all 120 atoms, in Å:
Rb 0.7787 0.1272 0.1543
Br -6.5715 0.2881 4.4206
C -5.4867 -0.4688 3.0383
C -5.9566 -0.4772 1.7216
C -5.1980 -1.0341 0.7350
C -3.9059 -1.6401 0.9672
O -3.3097 -2.2433 0.0481
C -3.4323 -1.5343 2.3286
C -2.1530 -2.0430 2.7951
N -1.0548 -2.1317 2.1449
C -0.0405 -2.9202 2.6551
C -0.3190 -4.2703 2.8039
C 0.6594 -5.2248 3.1065
C 1.9542 -4.8290 3.2575
C 2.2819 -3.4569 3.1602
C 3.6329 -3.0622 3.3331
C 3.9633 -1.7576 3.2430
C 2.9225 -0.8237 3.0462
N 1.6620 -1.1342 2.9089
C 1.3030 -2.4739 2.8972
C -4.2531 -0.9985 3.3280
H -6.9247 -0.0446 1.4903
H -5.5477 -1.0400 -0.2913
H -2.1486 -2.3407 3.8545
H -1.3365 -4.5809 2.6041
H 0.3829 -6.2688 3.1867
H 2.7505 -5.5376 3.4483
H 4.3829 -3.8271 3.4981
H 4.9791 -1.4002 3.2932
H 3.1456 0.2301 3.0256
H -3.8758 -0.9698 4.3441
C 2.4755 3.4926 -0.5448
C 1.0216 3.7566 -0.0678
N 0.0662 2.8809 -0.7142
C -0.5509 3.3285 -1.9336
C 0.4128 3.4703 -3.1127
S 1.2476 1.9585 -3.6932
C 2.9952 2.3094 -3.3491
C 3.5351 1.7910 -2.0089
N 2.6542 2.1119 -0.9280
H 3.1695 3.8089 0.2504
H 2.6994 4.1187 -1.4130
H 0.7855 4.8210 -0.2517
H 0.9682 3.5777 1.0064
H -0.6440 2.5835 -0.0555
H -1.0408 4.3187 -1.8175
H -1.3291 2.6098 -2.1983
H 1.1846 4.2102 -2.8980
H -0.1614 3.8615 -3.9575
H 3.1450 3.3876 -3.4513
H 3.5664 1.8454 -4.1578
H 4.5661 2.1844 -1.8932
H 3.6037 0.7023 -2.0458
H 2.7818 1.5206 -0.1196
N -3.3682 -1.0710 -4.1121
C -4.0362 0.0091 -4.6432
C -3.5035 1.0966 -4.0201
N -2.5339 0.7207 -3.1299
C -2.4745 -0.5839 -3.2041
C -1.6192 -1.4803 -2.4409
N -0.4766 -1.1882 -1.8915
C -0.0665 -2.3400 -1.2565
C -0.9827 -3.3239 -1.4519
N -1.9708 -2.7811 -2.2303
H -3.4554 -2.0316 -4.3877
H -4.8049 -0.1012 -5.3859
H -3.7723 2.1308 -4.1488
H 0.8416 -2.3673 -0.6739
H -1.0666 -4.3116 -1.0382
H -2.9219 -3.1059 -2.2023
C -6.0067 3.8988 -0.9845
N -5.8584 3.6738 0.4397
C -7.0613 3.0824 1.0090
C -4.6419 3.1219 0.8811
S -3.5567 2.4241 -0.1674
N -4.4544 3.2006 2.2072
C -3.3328 2.5345 2.8476
C -5.1408 4.1501 3.0548
H -6.9137 4.4920 -1.1364
H -6.0886 2.9610 -1.5468
H -5.1497 4.4427 -1.3729
H -7.3896 2.2288 0.4010
H -7.8677 3.8200 1.0370
H -6.8796 2.7187 2.0172
H -2.9944 1.6955 2.2470
H -3.6564 2.1802 3.8257
H -2.4943 3.2219 2.9729
H -5.7285 4.8428 2.4565
H -4.3903 4.7101 3.6196
H -5.7928 3.6422 3.7728
F -1.1578 1.4555 4.6297
Te 0.2004 0.8518 3.3998
F 1.5717 1.0745 4.6737
F 1.6875 1.3694 2.1567
F 0.2871 2.8012 3.3683
F -0.1887 -0.7013 4.4740
O -0.9057 0.7201 1.9887
C 7.6616 -5.2056 -3.1757
C 6.7843 -4.2404 -2.4259
C 7.0355 -2.8778 -2.4493
C 6.2276 -1.9697 -1.7681
C 6.5437 -0.5007 -1.8465
C 5.1271 -2.4380 -1.0511
C 4.8453 -3.8074 -1.0323
C 3.6483 -4.3250 -0.2884
C 5.6824 -4.6870 -1.7051
C 4.2318 -1.4590 -0.2873
O 4.7582 -0.8492 0.6646
O 3.0652 -1.3298 -0.7206
H 8.6098 -4.7409 -3.4496
H 7.1850 -5.5490 -4.0980
H 7.8827 -6.0924 -2.5773
H 7.8915 -2.5033 -3.0041
H 7.6140 -0.3461 -1.9998
H 6.2357 0.0125 -0.9378
H 6.0187 -0.0378 -2.6867
H 3.7048 -4.0778 0.7732
H 3.5681 -5.4086 -0.3850
H 2.7362 -3.8611 -0.6630
H 5.4622 -5.7501 -1.6700

The multiplicity is 1. The calculation puts the orbital gap at 0.20934 Ha. The LUMO energy is 3.625 eV. The total energy is -181795.367 eV. Its total charge is -2. As for the max |F|: 2.4 eV/A.

Mulliken atomic charge list, values in e, 6 entries:
1. Rb 0.9540
2. Br -0.2731
3. C -0.5056
4. C -0.1725
5. C -0.8033
6. C 0.3467